# 1
{"formula": "C12H16N3O6PS3V", "method": "ωB97M-V with the def2-TZVPD basis set", "homo_lumo_gap_ha": 0.07551, "de_lowest_kcal_mol": 189.7, "multiplicity": 1, "total_charge": 1, "elements": ["N", "C", "O", "C", "C", "C", "C", "C", "C", "C", "S", "O", "O", "O", "C", "C", "N", "S", "N", "C", "C", "P", "S", "H", "H", "H", "H", "H", "H", "H", "H", "H", "H", "H", "H", "H", "H", "H", "H", "O", "V", "O"], "coordinates": [[0.5605, 4.8233, -0.3824], [1.2752, 3.5484, -0.6442], [2.1012, 3.5846, -1.6076], [1.0503, 2.2149, 0.2262], [2.0906, 1.0467, -0.1127], [1.4302, -0.3383, -0.5346], [0.4912, -1.2059, 0.3827], [0.0804, -0.7224, 1.8458], [-1.5350, -0.6582, 1.9981], [-2.1531, 0.7941, 1.7061], [-2.6671, 1.0800, -0.0460], [-2.5870, 2.5878, -0.2620], [-1.7300, 0.4671, -1.0652], [-4.2488, 0.6501, -0.3658], [-0.1099, -2.5993, -0.0572], [0.1624, -3.2214, -1.4543], [-0.2502, -4.4537, -2.0441], [0.4201, -4.5517, -3.6345], [1.2192, -3.0486, -3.5974], [1.0777, -2.3260, -2.3752], [1.7083, -0.9206, -1.9660], [2.7773, -0.0847, -3.2740], [1.7421, -0.1389, -4.9576], [-0.2357, 4.9378, -1.0228], [0.2911, 4.9018, 0.6068], [-0.0482, 1.9322, 0.1126], [1.1912, 2.5229, 1.3335], [2.8693, 1.3103, -0.8995], [2.6822, 0.8433, 0.8601], [0.4131, -1.5525, 2.5890], [0.5952, 0.2554, 2.1345], [-2.0819, -1.4072, 1.3346], [-1.8213, -0.9224, 3.0942], [-1.4118, 1.5995, 2.0717], [-3.0825, 0.9053, 2.3680], [-4.5175, 1.2530, -1.1109], [-0.7643, -3.1986, 0.6746], [3.0898, 1.2834, -2.9980], [3.9760, -0.8641, -3.5123], [-2.8357, -4.1511, 5.4136], [-1.3516, -3.4437, 4.8642], [0.1368, -2.7329, 4.3075]], "forces_ev_per_a": [[0.637, -2.566, 0.686], [2.113, 1.292, -3.054], [-3.085, -1.050, 3.472], [0.090, 1.182, 0.410], [-0.059, -1.134, 0.842], [-1.167, -3.007, -2.637], [-0.019, -0.783, -1.589], [-0.111, -1.252, -0.792], [-0.237, 0.344, 0.173], [-0.545, -1.213, 1.877], [2.470, 4.910, -5.164], [-0.915, -3.830, 1.589], [-2.557, -0.231, 3.468], [2.038, 0.277, 0.778], [1.193, 0.955, -1.295], [1.071, 1.371, -0.284], [1.634, 3.047, 0.120], [0.214, 3.999, 4.332], [-0.254, 1.203, 2.533], [-1.237, -3.174, -1.327], [-1.080, -0.732, 3.291], [-0.782, -0.733, -1.416], [-0.089, 0.218, 0.600], [0.546, 0.007, 0.411], [-0.327, -0.126, -0.769], [1.566, 0.260, -0.121], [-0.236, -0.422, -1.705], [-1.314, 0.038, 1.099], [-0.846, 0.202, -1.583], [-0.341, 1.239, -0.941], [-0.838, -1.367, -0.495], [0.940, 0.835, 0.845], [0.641, 0.486, -1.720], [-1.304, -0.944, -1.383], [1.109, -0.016, -1.216], [0.399, -0.413, 0.769], [1.165, 1.216, -1.163], [0.091, -0.802, 0.623], [-0.559, 0.646, 0.962], [3.937, 1.746, -1.540], [-1.140, -0.324, 0.593], [-2.811, -1.354, 0.721]]}

=====

# 2
{"formula": "C3H3NO2", "method": "ωB97M-V with the def2-TZVPD basis set", "smiles": "O=C[C@@H]1NC1=O", "homo_lumo_gap_ha": 0.38200, "de_lowest_kcal_mol": 57.4, "multiplicity": 1, "elements": ["O", "C", "C", "N", "C", "O", "H", "H", "H"], "coordinates": [[-0.3076, -1.7114, -0.3843], [-0.9648, -0.8398, 0.1390], [-0.3759, 0.4930, 0.4646], [0.8453, 0.9035, -0.2938], [1.0552, 0.3443, 0.9079], [1.8507, -0.1015, 1.6758], [-2.0205, -1.0024, 0.4280], [-1.0450, 1.3083, 0.7363], [1.0978, 0.4558, -1.1704]], "forces_ev_per_a": [[-0.416, 0.403, 0.049], [0.229, -0.303, -0.187], [-0.236, -0.069, 0.122], [0.220, 0.008, 0.000], [0.392, -0.131, 0.228], [-0.484, 0.411, -0.367], [0.122, 0.005, 0.010], [0.167, -0.200, 0.042], [0.007, -0.125, 0.102]]}

=====

# 3
{"formula": "C5H9NO4", "method": "ωB97M-V with the def2-TZVPD basis set", "smiles": "CN[C@](C=O)(OC)C(=O)O", "homo_lumo_gap_ha": 0.37065, "de_lowest_kcal_mol": 84.0, "multiplicity": 1, "elements": ["C", "N", "C", "C", "O", "O", "C", "C", "O", "O", "H", "H", "H", "H", "H", "H", "H", "H", "H"], "coordinates": [[1.2516, -0.8555, 1.3467], [0.7571, 0.4114, 0.7758], [-0.4476, 0.3050, -0.0994], [-0.9881, -1.1477, 0.0134], [-1.2496, -1.7552, -0.9818], [-0.4210, 0.8748, -1.3639], [0.3974, 0.2577, -2.2679], [-1.5259, 1.3298, 0.6607], [-2.6568, 1.4198, 0.1931], [-1.0344, 1.9033, 1.7679], [0.5524, -1.1093, 2.1304], [1.2747, -1.7871, 0.6751], [2.2606, -0.6359, 1.6295], [1.4080, 0.6142, 0.0753], [-1.3961, -1.4875, 1.0801], [0.2263, -0.8808, -2.4401], [1.4462, 0.2505, -1.9839], [0.3404, 0.8853, -3.2053], [-0.1951, 1.4072, 1.9942]], "forces_ev_per_a": [[-0.762, -0.998, -1.033], [-0.440, -1.181, -1.297], [-1.984, 1.199, 3.205], [-2.134, 0.931, 0.284], [0.105, -0.724, 0.379], [-0.268, -0.377, 1.704], [1.379, -1.852, -2.808], [-1.420, -1.731, -1.423], [2.565, 0.454, 1.482], [-0.516, -0.655, -0.303], [0.519, -0.205, 0.755], [-0.021, 1.410, 0.429], [0.410, -0.250, 0.784], [1.847, 1.212, -0.849], [1.092, 0.487, -1.685], [-0.421, 2.153, -0.008], [0.493, 0.465, 0.328], [-0.046, -1.082, 0.840], [-0.399, 0.745, -0.785]]}

=====

# 4
{"formula": "C4H5NOS", "method": "ωB97M-V with the def2-TZVPD basis set", "homo_lumo_gap_ha": [0.27995, 0.27991], "de_lowest_kcal_mol": 130.8, "multiplicity": 1, "elements": ["C", "C", "C", "C", "N", "O", "S", "H", "H", "H", "H", "H"], "coordinates": [[0.8465, -1.4623, 0.1180], [2.0136, -0.8292, 0.0212], [-0.3961, 0.5371, -0.1482], [-1.3992, 1.5902, -0.0623], [-0.3659, -0.7380, 0.0135], [-1.4446, -1.4014, -0.0146], [2.1208, 0.9095, 0.0210], [0.7863, -2.4716, 0.2137], [2.8982, -1.3387, 0.0107], [-2.3082, 0.9724, 0.3456], [-0.8855, 2.3013, 0.5826], [-1.8659, 1.9308, -1.1013]], "forces_ev_per_a": [[1.010, 2.514, -0.469], [-1.972, 2.205, 0.448], [3.785, 0.353, -0.249], [-2.145, -1.711, -1.469], [0.530, 0.333, -0.188], [-1.181, -0.545, 0.133], [-3.553, -0.960, -0.502], [-0.707, -2.636, 0.131], [2.171, -1.412, 0.034], [1.477, 1.432, 0.123], [-1.054, 0.655, -0.078], [1.639, -0.229, 2.086]]}

=====

# 5
{"formula": "C18H23BrN2O5", "method": "ωB97M-V with the def2-TZVPD basis set", "smiles": "CNC(=O)[C@H](CC(C)C)NC(C)=O.O=C(O)c1cc2cc(Br)ccc2o1", "homo_lumo_gap_ha": 0.32760, "de_lowest_kcal_mol": 0.0, "multiplicity": 1, "elements": ["C", "N", "C", "O", "C", "C", "C", "C", "C", "N", "C", "C", "O", "H", "H", "H", "H", "H", "H", "H", "H", "H", "H", "H", "H", "H", "H", "H", "H", "H", "H", "O", "C", "O", "C", "C", "C", "C", "C", "Br", "C", "C", "C", "O", "H", "H", "H", "H", "H"], "coordinates": [[5.2317, -2.4613, 2.5084], [4.5391, -1.2068, 2.8113], [3.6618, -0.5436, 2.0476], [3.2491, 0.5391, 2.4432], [3.1684, -1.1471, 0.7098], [2.1525, -0.2541, -0.0398], [1.8761, -0.6797, -1.4965], [0.6924, 0.1077, -2.0549], [3.0813, -0.4184, -2.4031], [2.5892, -2.4883, 0.8802], [2.9818, -3.5822, 0.2282], [2.1967, -4.8424, 0.5045], [3.9275, -3.6048, -0.5468], [4.5846, -3.3097, 2.7359], [6.1368, -2.5408, 3.1125], [5.5159, -2.5005, 1.4541], [4.7850, -0.7324, 3.6670], [4.0616, -1.2244, 0.0910], [1.2156, -0.2591, 0.5189], [2.5220, 0.7724, -0.0511], [1.6197, -1.7379, -1.5348], [0.9360, 1.1697, -2.0694], [0.4702, -0.2262, -3.0684], [-0.1877, -0.0514, -1.4326], [2.8262, -0.6682, -3.4327], [3.9175, -1.0488, -2.1023], [3.3753, 0.6298, -2.3490], [1.8091, -2.5775, 1.5100], [1.1651, -4.6990, 0.1895], [2.6371, -5.6642, -0.0585], [2.2335, -5.0681, 1.5680], [-8.2336, 2.8445, 1.9966], [-7.0413, 2.6834, 2.2020], [-6.5307, 2.4724, 3.4385], [-6.1166, 2.7223, 1.0623], [-4.7430, 2.6466, 1.1302], [-4.2573, 2.7470, -0.2240], [-2.9896, 2.7562, -0.8187], [-2.8870, 2.8928, -2.2126], [-1.1819, 2.9511, -3.0680], [-4.0454, 3.0036, -2.9940], [-5.3080, 2.9896, -2.3915], [-5.3962, 2.8670, -1.0071], [-6.5285, 2.8533, -0.2456], [-7.3017, 2.4865, 4.0253], [-4.1472, 2.5453, 2.0328], [-2.0926, 2.6692, -0.2136], [-3.9564, 3.1068, -4.0713], [-6.2143, 3.0806, -2.9816]], "forces_ev_per_a": [[-0.334, 0.229, -0.113], [1.005, -1.145, 0.062], [-1.083, 0.895, 0.086], [-0.215, 0.002, -0.420], [-0.205, -0.011, -0.252], [0.314, -0.182, 0.033], [0.187, 0.459, -0.005], [0.185, -0.325, 0.376], [-0.076, -0.520, 0.365], [0.057, 1.209, 0.811], [0.868, -1.160, -0.928], [0.018, 0.097, -0.022], [0.011, 0.339, 0.054], [0.127, -0.125, -0.064], [-0.128, 0.125, -0.053], [-0.056, -0.083, 0.107], [-0.122, 0.069, -0.130], [0.011, -0.439, -0.124], [-0.051, 0.092, 0.117], [-0.031, 0.046, 0.140], [0.068, -0.201, 0.062], [-0.109, 0.032, -0.029], [-0.070, 0.117, -0.036], [-0.183, 0.149, -0.045], [0.088, 0.053, -0.057], [0.173, 0.055, -0.116], [0.036, 0.066, -0.043], [-0.061, 0.121, 0.001], [-0.152, -0.101, 0.100], [-0.034, 0.149, 0.068], [-0.162, -0.100, 0.103], [0.979, -0.216, 0.674], [-2.280, 0.335, -1.004], [0.214, 0.092, -0.922], [2.909, -0.280, 0.277], [-0.660, 0.059, 0.033], [0.175, -0.043, 0.279], [0.511, 0.080, -0.766], [-0.436, -0.076, 1.051], [-0.468, 0.045, 0.225], [-0.470, -0.011, 0.363], [-0.122, 0.041, -0.249], [0.192, 0.035, -0.337], [-0.347, 0.004, 0.428], [0.014, 0.012, 0.015], [-0.275, 0.019, -0.203], [-0.098, 0.015, -0.076], [-0.075, -0.016, 0.189], [0.163, -0.007, -0.023]]}

=====

# 6
{"formula": "C5H8O2", "method": "ωB97M-V with the def2-TZVPD basis set", "homo_lumo_gap_ha": 0.33862, "de_lowest_kcal_mol": 92.8, "multiplicity": 1, "elements": ["C", "C", "O", "C", "C", "C", "O", "H", "H", "H", "H", "H", "H", "H", "H"], "coordinates": [[0.5649, -1.4887, -0.9416], [-0.4568, -0.4929, -0.4247], [-0.9012, -0.9416, 0.8946], [-1.7077, -0.0855, 1.4684], [0.9729, 1.1899, 0.7298], [0.1018, 0.9015, -0.2361], [-0.4307, 1.7726, -1.1273], [1.3996, -1.5749, -0.2400], [0.1237, -2.4797, -1.0852], [0.9598, -1.1367, -1.9001], [-1.3342, -0.4397, -1.0748], [-1.7759, -0.4925, 2.5043], [1.3223, 2.1988, 0.9243], [1.3015, 0.4047, 1.4032], [-0.1399, 2.6647, -0.8950]], "forces_ev_per_a": [[0.020, -0.030, 0.006], [0.118, 0.045, -0.185], [-0.250, 0.363, 0.222], [0.239, -0.499, 0.133], [-0.054, 0.019, -0.148], [0.212, -0.147, 0.211], [0.115, 0.210, 0.035], [-0.111, 0.040, -0.084], [-0.002, 0.169, 0.031], [-0.076, -0.060, 0.142], [0.090, 0.027, 0.133], [-0.232, -0.122, -0.127], [-0.020, -0.093, -0.108], [-0.027, 0.156, -0.131], [-0.021, -0.078, -0.129]]}